Entry 1:
83
Properties=species:S:1:pos:R:3:mulliken_charge:R:1 method="wB97M-V/def2-TZVPD" total_charge=+3 e_above_lowest_kcal_mol=0.0 homo_lumo_gap_ev=5.8 multiplicity=1 energy_ha=-2288.24065
Os -0.367 0.100 0.232 1.1852
C -0.764 2.957 0.516 -0.8453
N 0.179 1.828 0.598 0.3765
C 1.479 2.043 1.068 -0.6838
C 2.254 0.943 1.093 0.3356
C 3.634 0.637 1.407 -1.2293
C 3.809 -0.672 1.123 -1.2090
C 2.537 -1.181 0.643 -0.5329
N 1.631 -0.242 0.624 1.0297
C -1.967 2.404 -0.190 0.2270
C -2.448 2.939 -1.367 -0.7863
C -3.528 2.336 -2.007 -0.4518
C -4.109 1.177 -1.503 -0.8988
C -3.639 0.642 -0.318 -0.6665
C -2.555 1.231 0.349 -0.6016
H -0.301 3.782 -0.026 0.6024
H -0.997 3.305 1.526 0.2508
H 1.775 3.038 1.376 0.9109
H 4.361 1.338 1.785 0.7392
H 4.710 -1.256 1.219 0.5839
H 2.311 -2.193 0.342 0.5888
H -1.998 3.830 -1.786 0.5256
H -3.923 2.780 -2.913 0.5412
H -4.953 0.729 -2.009 0.5034
H -4.155 -0.202 0.124 0.6256
H -2.455 1.046 1.418 1.2776
C -2.414 -2.016 3.451 -1.3452
C -2.094 -1.438 2.249 0.1352
N -0.856 -0.948 1.994 0.1513
C 0.057 -1.004 2.974 -0.0963
C -0.202 -1.523 4.237 0.4304
C -1.454 -2.078 4.458 -0.4927
C 0.849 -1.512 5.270 -1.1149
C 1.658 -0.494 5.569 -0.7889
C 1.614 0.872 5.018 1.0519
C 2.743 1.683 5.037 -0.7139
C 2.638 2.933 4.443 -0.2437
N 1.497 3.371 3.913 -0.5068
C 0.454 2.553 4.027 -0.5283
N 0.455 1.326 4.519 -0.3036
H -3.410 -2.406 3.602 0.5395
H -2.818 -1.358 1.455 0.3537
H 1.040 -0.613 2.758 0.6008
H -1.689 -2.531 5.413 0.5705
H 0.953 -2.426 5.844 0.5051
H 2.415 -0.664 6.326 0.4626
H 3.670 1.352 5.486 0.4762
H 3.488 3.605 4.400 0.4862
H -0.501 2.934 3.680 0.6999
C -2.736 0.959 -5.496 -0.6200
C -1.713 1.777 -5.027 -0.8063
C -0.946 1.373 -3.949 -0.6080
C -1.205 0.145 -3.331 1.2711
C -2.224 -0.679 -3.811 -0.6922
C -2.987 -0.266 -4.893 -0.7435
P -0.063 -0.359 -2.047 1.3228
C 1.582 -0.246 -2.738 0.5492
C 1.860 -1.074 -3.832 -0.8079
C 3.093 -0.992 -4.455 -0.7727
C 4.036 -0.072 -4.011 -0.6818
C 3.748 0.774 -2.948 -0.6708
C 2.522 0.688 -2.308 -0.1990
C -0.416 -2.014 -1.440 0.3904
C -1.699 -2.227 -0.895 -0.3888
C -2.001 -3.450 -0.289 -1.0440
C -1.045 -4.442 -0.228 -0.8849
C 0.226 -4.237 -0.776 -0.6976
C 0.549 -3.034 -1.363 -1.4357
H -3.323 1.268 -6.351 0.4684
H -1.502 2.717 -5.518 0.4747
H -0.122 1.995 -3.616 0.5144
H -2.399 -1.658 -3.388 0.4974
H -3.759 -0.915 -5.284 0.5080
H 1.116 -1.768 -4.206 0.4807
H 3.315 -1.633 -5.297 0.4817
H 4.994 -0.003 -4.509 0.4571
H 4.476 1.508 -2.627 0.5161
H 2.291 1.368 -1.497 0.3621
H -2.483 -1.502 -1.060 0.7131
H -2.995 -3.635 0.096 0.5624
H -1.287 -5.398 0.217 0.4992
H 0.952 -5.040 -0.759 0.5321
H 1.526 -2.887 -1.807 0.7252

Entry 2:
22
Properties=species:S:1:pos:R:3:mulliken_charge:R:1 method="wB97M-V/def2-TZVPD" total_charge=0 e_above_lowest_kcal_mol=138.9 homo_lumo_gap_ev=9.5 multiplicity=1 energy_ha=-312.99600
C -0.804 -0.350 0.015 1.4979
C -0.483 -1.044 -1.288 -1.6991
C -0.338 -1.078 1.201 -1.0582
C -2.211 0.199 0.103 -1.6837
C 0.186 1.287 -0.054 -0.4262
C 0.341 1.931 -1.213 -0.5739
H -0.133 1.866 0.808 0.3982
H -0.982 -2.015 -1.331 0.4702
H -0.812 -0.460 -2.146 0.3931
H 0.590 -1.227 -1.365 0.3633
H 0.821 -0.937 1.231 0.0053
H -0.420 -2.161 1.122 0.3739
H -0.739 -0.726 2.149 0.3344
H -2.920 -0.635 0.118 0.4166
H -2.358 0.766 1.022 0.4201
H -2.441 0.840 -0.746 0.3704
H 0.670 1.431 -2.114 0.2640
H 0.201 3.000 -1.307 0.2651
C 2.394 -0.127 0.887 -0.6289
C 3.528 -0.437 1.171 0.0095
H 4.519 -0.726 1.414 0.3991
H 1.392 0.606 0.323 0.0889

Entry 3:
16
Properties=species:S:1:pos:R:3:mulliken_charge:R:1 method="wB97M-V/def2-TZVPD" total_charge=0 e_above_lowest_kcal_mol=21.2 smiles=CC.CC homo_lumo_gap_ev=12.3 multiplicity=1 energy_ha=-159.55111
C -1.532 0.793 0.499 -0.6550
C -1.155 1.583 -0.808 -0.8254
H -1.046 1.340 1.323 0.2517
H -2.663 0.848 0.539 0.3214
H -1.318 -0.270 0.241 0.0924
H -0.317 1.110 -1.322 0.1994
H -0.786 2.537 -0.434 0.2625
H -1.976 1.484 -1.532 0.3393
C 1.030 -1.824 -0.120 -0.8525
C 1.580 -0.542 0.517 -0.8034
H 1.729 -2.019 -0.956 0.2961
H 0.988 -2.669 0.551 0.2596
H 0.171 -1.710 -0.787 0.2984
H 1.179 -0.355 1.501 0.2647
H 1.467 0.359 -0.078 0.2325
H 2.649 -0.666 0.866 0.3184

Entry 4:
39
Properties=species:S:1:pos:R:3:mulliken_charge:R:1 method="wB97M-V/def2-TZVPD" total_charge=+1 e_above_lowest_kcal_mol=17.5 homo_lumo_gap_ev=9.5 multiplicity=1 energy_ha=-746.34547
C 1.871 0.635 -2.028 -0.6518
C 1.084 1.927 -1.882 -0.6110
C -0.485 1.828 -1.904 -0.5870
C -1.075 0.433 -1.586 -1.1613
N -1.034 -0.019 -0.208 0.9109
C -1.585 -1.407 -0.105 -0.9545
N -1.478 -1.995 1.185 -0.4069
N 2.252 0.160 -0.651 0.1971
H 2.782 0.760 -2.624 0.4768
H 1.343 -0.167 -2.522 0.2672
H 1.302 2.600 -2.731 0.3591
H 1.481 2.543 -1.071 0.4103
H -0.928 2.598 -1.264 0.1828
H -0.794 2.022 -2.939 0.4278
H -0.577 -0.338 -2.150 0.4822
H -2.099 0.444 -2.015 0.5153
H -1.461 0.687 0.362 -0.2386
H -0.970 -1.926 -0.848 0.5301
H -2.588 -1.358 -0.571 0.2579
H -1.213 -2.965 1.236 0.2472
H -2.295 -1.760 1.725 0.1673
H 1.322 -0.010 -0.230 -0.3718
H 2.774 -0.721 -0.660 0.4167
H 2.896 0.719 -0.095 0.3721
H -1.230 2.105 2.973 0.3153
H -2.159 1.656 1.907 0.2712
O -1.258 2.017 2.011 -0.6445
H 2.215 -3.534 -1.395 0.3074
H 1.831 -2.744 -0.195 0.3959
O 1.791 -2.678 -1.181 -0.6144
H 2.532 -1.700 2.191 0.2966
H 1.186 -1.631 1.397 0.2348
O 2.128 -1.855 1.330 -0.7088
H 0.581 1.323 1.563 0.3132
H 1.328 0.992 2.933 0.2802
O 1.341 0.887 1.991 -0.6158
H -4.012 1.224 0.881 0.2986
H -4.105 -0.030 1.746 0.2802
O -3.472 0.590 1.373 -0.6475